No. 1
This record from the Open Molecules 2025 dataset describes an isolated ion of composition C4H11O2S and charge +1 at a distorted geometry. The level of theory is ωB97M-V with the def2-TZVPD basis set.

Cartesian coordinates (Å):
C: -0.50 0.98 2.60
C: 0.88 -2.17 -0.54
C: 0.06 0.03 -2.57
C: -0.88 1.29 1.12
O: 1.77 0.37 -0.64
O: -0.98 0.14 0.25
S: 0.61 -0.41 -0.88
H: -0.66 2.05 3.06
H: -1.20 0.15 2.93
H: 0.50 0.52 2.87
H: 1.71 -2.37 0.10
H: 1.05 -2.54 -1.57
H: -0.09 -2.40 0.08
H: -0.99 -0.05 -2.60
H: 0.59 -0.63 -3.25
H: 0.29 1.16 -2.84
H: -0.31 2.12 0.70
H: -1.85 1.76 1.17

Total energy   -19245.2593 eV
Energy above the lowest of the compared OMol25 structures with the same formula, charge and spin   362.12 kJ/mol
Orbital gap (spin up / spin down)   0.3365 / 0.3365 Ha
Total charge   +1
Largest force on an atom   3.78 eV Å⁻¹

***

No. 2
This record from the Open Molecules 2025 dataset describes C31H28BrF2N3O5Pd as an isolated structure. The level of theory is ωB97M-V with the def2-TZVPD basis set.

Cartesian coordinates (Å):
Pd: 0.69 0.98 0.05
F: -4.62 4.39 2.76
C: -4.67 3.48 1.76
C: -3.52 2.83 1.42
C: -3.51 1.92 0.36
C: -2.26 1.27 -0.03
O: -1.23 1.59 0.63
C: -2.34 0.36 -1.11
C: -3.55 0.19 -1.73
N: -4.70 0.79 -1.39
C: -5.90 0.55 -2.17
C: -7.02 -0.23 -1.56
C: -6.19 -0.83 -2.65
C: -4.70 1.68 -0.33
C: -5.88 2.34 0.05
C: -5.89 3.25 1.10
N: -7.10 3.88 1.45
C: -7.83 4.61 0.43
C: -9.33 4.30 0.59
N: -9.57 3.95 2.04
C: -8.76 4.83 2.95
C: -7.27 4.49 2.77
C: -1.23 -0.50 -1.72
O: -1.51 -1.19 -2.68
O: -0.05 -0.49 -1.19
H: -2.60 3.04 1.96
H: -3.59 -0.48 -2.58
H: -6.14 1.38 -2.83
H: -8.03 0.07 -1.79
H: -6.87 -0.62 -0.56
H: -6.61 -0.93 -3.64
H: -5.51 -1.63 -2.37
H: -6.80 2.12 -0.46
H: -7.51 4.31 -0.57
H: -7.65 5.69 0.51
H: -9.64 3.45 0.00
H: -9.96 5.16 0.36
H: -9.27 2.98 2.18
H: -10.56 4.00 2.26
H: -9.09 4.66 3.97
H: -9.00 5.85 2.67
H: -6.95 3.79 3.53
H: -6.71 5.42 2.90
F: -2.90 3.19 -3.84
C: -1.72 3.06 -3.22
C: -1.45 3.87 -2.12
C: -0.27 3.69 -1.45
C: 0.67 2.70 -1.86
C: 1.89 2.52 -1.16
C: 0.35 1.92 -3.02
C: -0.83 2.10 -3.69
H: -2.17 4.62 -1.83
H: -0.04 4.31 -0.59
H: 2.19 3.26 -0.43
H: 2.67 1.90 -1.60
H: 1.05 1.16 -3.35
H: -1.08 1.50 -4.55
Br: 5.92 -3.25 -1.80
C: 4.55 -2.67 -0.68
C: 3.22 -2.83 -1.11
C: 2.19 -2.42 -0.29
C: 2.50 -1.80 0.94
C: 3.84 -1.71 1.38
C: 4.86 -2.11 0.56
C: 1.41 -1.33 1.84
O: 1.41 -2.21 2.73
O: 0.68 -0.34 1.73
H: 3.01 -3.27 -2.07
H: 1.16 -2.52 -0.60
H: 4.04 -1.31 2.37
H: 5.89 -2.02 0.87

Total energy   -126248.5206 eV
2S+1   5
Energy above the lowest of the compared OMol25 structures with the same formula, charge and spin   0.00 kJ/mol
<S²>   6.065
Orbital gap (spin up / spin down)   0.2683 / 0.2214 Ha
Total charge   +2
Largest force on an atom   0.20 eV Å⁻¹

***

No. 3
This record from the Open Molecules 2025 dataset describes a 2-piece molecular cluster, C2H4BrFO overall at a distorted geometry. The level of theory is ωB97M-V with the def2-TZVPD basis set.

Cartesian coordinates (Å):
C: -1.48 -0.57 -0.03
C: 1.28 1.29 0.42
O: -0.47 -1.23 -0.64
F: 1.08 2.23 -0.55
Br: 2.06 -0.34 0.00
H: -2.23 -1.15 0.42
H: -1.72 0.28 -0.56
H: 1.75 1.68 1.32
H: -0.27 -2.20 -0.37

Total energy   -76941.5133 eV
Energy above the lowest of the compared OMol25 structures with the same formula, charge and spin   484.04 kJ/mol
Orbital gap (spin up / spin down)   0.3323 / 0.2771 Ha
Largest force on an atom   2.79 eV Å⁻¹

***

No. 4
This record from the Open Molecules 2025 dataset describes C45H47BF5N8ReSe as an isolated structure at a distorted geometry. The level of theory is ωB97M-V with the def2-TZVPD basis set.

Cartesian coordinates (Å):
Re: 0.59 0.40 -1.28
C: 4.54 2.28 -5.94
C: 4.39 3.11 -4.66
C: 3.86 2.28 -3.53
C: 4.58 1.63 -2.56
C: 6.07 1.63 -2.37
C: 6.54 2.78 -1.47
C: 3.64 0.91 -1.76
C: 3.98 0.18 -0.61
C: 3.17 -0.76 -0.01
C: 3.65 -1.88 0.77
C: 4.88 -1.85 1.61
C: 4.56 -1.18 2.96
C: 2.74 -2.89 0.62
C: 1.66 -2.35 -0.19
C: 0.69 -3.09 -0.84
C: -0.31 -2.60 -1.68
N: -0.52 -1.24 -1.99
C: -1.76 -1.12 -2.47
C: -2.38 0.04 -2.90
C: -1.72 1.24 -3.14
N: -0.41 1.42 -2.83
C: 0.07 2.40 -3.66
C: 1.41 2.63 -3.90
C: 2.49 1.97 -3.30
N: 2.39 1.06 -2.28
C: -1.04 2.99 -4.39
C: -2.16 2.28 -4.05
C: -3.59 2.42 -4.46
C: -4.40 3.24 -3.45
C: -0.82 4.15 -5.32
C: -1.99 4.62 -6.18
C: -2.40 -2.49 -2.58
C: -1.29 -3.45 -2.21
C: -3.39 -2.70 -1.39
C: -4.73 -1.98 -1.51
C: -3.01 -2.79 -3.95
C: -2.00 -2.59 -5.07
N: 1.89 -1.02 -0.44
C: 2.84 -4.31 1.06
C: 1.80 -4.71 2.11
H: 4.83 2.91 -6.78
H: 3.59 1.79 -6.18
H: 5.29 1.51 -5.81
H: 3.72 3.95 -4.85
H: 5.37 3.52 -4.39
H: 6.56 1.72 -3.34
H: 6.38 0.68 -1.94
H: 6.32 3.74 -1.93
H: 7.62 2.72 -1.30
H: 6.03 2.75 -0.51
H: 5.00 0.26 -0.27
H: 5.67 -1.30 1.11
H: 5.25 -2.86 1.79
H: 4.17 -0.18 2.80
H: 5.45 -1.12 3.59
H: 3.80 -1.75 3.49
H: 0.67 -4.16 -0.69
H: -3.41 -0.04 -3.19
H: 1.65 3.39 -4.62
H: -4.03 1.42 -4.53
H: -3.67 2.87 -5.45
H: -4.29 2.83 -2.45
H: -5.46 3.24 -3.72
H: -4.06 4.28 -3.43
H: 0.01 3.89 -5.98
H: -0.47 5.00 -4.71
H: -2.28 3.86 -6.89
H: -1.68 5.50 -6.74
H: -2.85 4.89 -5.57
H: -2.90 -2.36 -0.48
H: -3.55 -3.78 -1.30
H: -4.60 -0.90 -1.53
H: -5.33 -2.22 -0.63
H: -5.29 -2.30 -2.40
H: -3.89 -2.17 -4.13
H: -3.34 -3.84 -3.93
H: -1.79 -1.53 -5.21
H: -2.37 -2.98 -6.02
H: -1.06 -3.09 -4.83
H: 3.84 -4.49 1.45
H: 2.71 -4.95 0.18
H: 1.93 -4.13 3.02
H: 1.89 -5.77 2.35
H: 0.79 -4.53 1.74
N: 1.22 1.95 -0.14
C: 1.32 2.87 0.58
N: 1.63 3.83 1.31
C: 1.05 4.75 2.03
N: 0.64 5.61 2.68
F: -3.48 -5.90 5.78
C: -2.82 -5.06 4.99
C: -1.58 -4.57 5.38
F: -1.06 -4.95 6.55
C: -0.90 -3.69 4.57
F: 0.28 -3.24 4.98
C: -1.42 -3.25 3.34
Se: -0.54 -1.99 2.27
C: -2.65 -3.80 2.96
F: -3.18 -3.47 1.79
C: -3.34 -4.68 3.76
F: -4.52 -5.17 3.37
B: -3.47 0.84 1.00
C: -2.06 0.59 0.41
N: -1.03 0.40 -0.07
H: -3.42 1.83 1.68
H: -3.80 -0.14 1.62
H: -4.19 0.99 0.03

Total energy   -141088.0417 eV
2S+1   4
<S²>   3.928
Orbital gap (spin up / spin down)   0.1833 / 0.1644 Ha
Total charge   -1
Largest force on an atom   1.73 eV Å⁻¹